# 1
Below is a cluster of 2 separate species, C3H6Br2O2 in total in a non-equilibrium geometry, with properties calculated with the ωB97M-V functional and the def2-TZVPD basis.

```
13
Properties=species:S:1:pos:R:3:mulliken_charge:R:1
C 0.873 0.791 -1.305 -1.288
C 1.010 0.476 0.115 0.235
Br -0.557 1.351 1.196 -0.155
C 0.727 -0.955 0.305 0.416
O 0.698 -1.716 -0.640 -0.572
O 0.511 -1.382 1.548 -0.454
H 0.553 1.811 -1.517 0.390
H 0.179 0.160 -1.736 0.380
H 1.791 0.761 -1.838 0.337
H 1.999 0.866 0.541 0.344
H 0.345 -2.398 1.482 0.378
Br -4.189 0.095 0.209 -0.207
H -3.940 0.139 1.640 0.197
```

- Frontier orbital gap: 10.3665 eV
- Charge: 0
- E_tot: -147388.053 eV
- Energy relative to the best compared isomer or geometry (same formula, charge and spin): 41.0 kJ/mol
- SMILES: C[C@@H](Br)C(=O)O.Br
- 2S+1: 1

---

# 2
Below is a cluster of 8 separate species, C14H44F6NO6P in total in a non-equilibrium geometry, with properties calculated with the ωB97M-V functional and the def2-TZVPD basis.

```
72
Properties=species:S:1:pos:R:3:mulliken_charge:R:1
N -6.785 -16.345 1.922 0.876
H -5.995 -16.174 2.527 0.349
H -7.663 -16.416 2.417 0.254
H -6.674 -17.318 1.678 0.526
H -6.761 -15.751 1.105 -0.032
P -6.679 -17.176 -2.494 1.289
F -5.908 -18.572 -2.759 -0.385
F -5.329 -16.354 -1.980 -0.418
F -6.433 -16.778 -4.076 -0.365
F -7.500 -15.747 -2.261 -0.396
F -8.076 -17.871 -3.012 -0.398
F -7.024 -17.679 -0.973 -0.402
C -7.003 -15.593 5.630 -0.662
O -7.679 -15.435 4.423 -0.246
H -7.333 -16.539 6.059 0.360
H -5.931 -15.506 5.449 0.034
H -7.270 -14.736 6.248 0.287
H -8.591 -15.376 4.717 0.170
C -6.571 -20.023 2.264 -0.698
O -5.746 -18.905 2.031 -0.456
H -6.400 -20.335 3.295 0.316
H -7.624 -19.798 2.099 0.255
H -6.194 -20.848 1.660 0.275
H -4.988 -18.931 2.618 0.191
C -2.294 -15.957 4.145 -1.442
C -3.047 -15.777 2.871 0.544
C -2.490 -16.492 1.657 -1.331
O -4.381 -16.306 3.065 -0.220
H -2.703 -15.448 5.018 0.262
H -1.268 -15.651 3.939 0.442
H -2.256 -17.027 4.348 0.355
H -3.106 -14.708 2.668 0.137
H -3.141 -16.401 0.787 0.308
H -2.241 -17.544 1.800 0.320
H -1.624 -15.955 1.271 0.436
H -4.223 -17.198 3.382 0.032
C -7.021 -11.764 5.180 -1.372
C -5.845 -11.507 4.278 0.172
C -5.102 -12.746 3.838 -0.532
O -6.238 -10.685 3.224 -0.525
H -6.725 -12.331 6.063 0.330
H -7.886 -12.264 4.743 0.238
H -7.299 -10.797 5.599 0.384
H -5.122 -10.944 4.869 0.322
H -4.155 -12.499 3.358 0.502
H -5.663 -13.440 3.211 -0.262
H -4.805 -13.388 4.667 0.356
H -5.404 -10.296 2.951 0.353
C -11.183 -15.432 2.411 -1.328
C -10.429 -16.627 1.779 0.567
C -9.797 -16.273 0.463 -0.898
O -9.372 -17.058 2.614 -0.557
H -12.078 -15.153 1.856 0.394
H -10.503 -14.591 2.549 0.248
H -11.601 -15.635 3.397 0.408
H -11.129 -17.445 1.606 0.233
H -10.489 -15.874 -0.279 0.501
H -9.314 -17.123 -0.019 0.282
H -9.110 -15.436 0.582 -0.231
H -9.795 -17.149 3.472 0.250
C -6.073 -12.594 -1.358 -1.600
C -6.257 -13.096 0.093 0.900
C -7.554 -12.448 0.674 -1.480
O -6.341 -14.458 0.018 -0.348
H -7.023 -12.304 -1.808 0.322
H -5.465 -13.265 -1.965 0.512
H -5.552 -11.638 -1.303 0.451
H -5.427 -12.876 0.765 0.054
H -7.393 -11.382 0.831 0.394
H -7.909 -12.780 1.650 0.124
H -8.382 -12.661 -0.002 0.475
H -6.156 -14.644 -0.906 -0.203
```

- Frontier orbital gap: 9.7744 eV
- Charge: 0
- E_tot: -54605.106 eV
- 2S+1: 1

---

# 3
Below is a structure of composition C18H29N2O2P2RuS in a non-equilibrium geometry, with properties calculated with the ωB97M-V functional and the def2-TZVPD basis.

```
55
Properties=species:S:1:pos:R:3:mulliken_charge:R:1
C -1.048 3.221 -2.676 -1.117
C -1.108 2.163 -1.754 0.985
N 0.077 1.742 -1.189 0.583
C 1.248 2.359 -1.411 0.638
C 1.316 3.398 -2.333 -0.858
C 0.157 3.827 -2.969 -0.482
C -2.302 1.433 -1.451 -1.545
P -2.322 0.261 -0.091 1.509
Ru -0.041 0.186 0.063 -1.241
P 2.338 0.268 0.139 1.309
C 2.442 1.966 -0.566 -1.312
C -0.112 -1.601 1.631 0.709
C -0.591 -1.471 2.890 0.559
C -0.523 -2.400 3.987 -0.578
C -0.101 -3.646 3.612 -0.701
C 0.299 -3.883 2.291 -0.641
C 0.347 -2.907 1.300 -0.629
O -1.540 -0.428 -3.571 -0.704
O 1.125 -0.777 -3.381 -0.606
H -1.979 3.541 -3.132 0.489
H 2.280 3.865 -2.511 0.511
H 0.191 4.641 -3.685 0.438
C -3.244 0.904 1.333 -1.421
C -3.259 -1.210 -0.605 -1.412
H 3.378 2.079 -1.129 0.544
H 2.502 2.648 0.299 0.365
H -1.877 0.188 -2.865 0.202
H -3.248 1.848 -1.813 0.433
C 3.211 0.323 1.732 -1.447
C 3.283 -0.814 -0.931 -1.333
H -1.112 -0.168 3.349 0.297
H -0.824 -2.030 4.990 0.476
H -0.132 -4.367 4.386 0.443
H 0.587 -4.878 2.037 0.452
H 0.653 -3.116 0.261 0.411
H -0.259 -1.327 -0.703 -0.310
H 1.127 -1.733 -3.560 0.319
H 0.166 -0.526 -3.508 0.335
H -1.872 -0.039 -4.395 0.290
H 0.314 -0.689 -1.305 0.677
H -4.288 1.110 1.057 0.468
H -3.232 0.163 2.141 0.360
H -2.776 1.826 1.693 0.392
H -4.317 -0.957 -0.758 0.438
H -2.844 -1.602 -1.542 0.395
H -3.184 -1.977 0.177 0.387
H 4.330 -0.486 -0.980 0.461
H 3.250 -1.842 -0.543 0.353
H 2.824 -0.793 -1.928 0.291
H 4.262 0.606 1.589 0.439
H 2.736 1.040 2.416 0.547
H 3.172 -0.665 2.206 0.406
S 0.371 0.528 2.334 -0.196
C 0.093 0.113 4.086 0.249
N 0.056 0.084 5.287 -0.625
```

- ⟨S²⟩: 6.057
- Frontier orbital gap (alpha / beta): 6.4044 / 5.6277 eV
- Charge: +1
- E_tot: -58191.379 eV
- 2S+1: 5

---

# 4
Below is a cluster of 2 separate species, C6H13NO in total in a non-equilibrium geometry, with properties calculated with the ωB97M-V functional and the def2-TZVPD basis.

```
21
Properties=species:S:1:pos:R:3:mulliken_charge:R:1
H -1.343 -1.167 -0.244 0.200
N -0.702 -0.506 -0.682 -0.562
C 0.352 -0.279 -0.039 -0.289
C 0.964 -1.132 1.105 0.762
C 2.071 -2.015 0.532 -1.434
C 1.512 -0.206 2.188 -1.476
H 1.058 0.420 -0.482 0.355
H 0.181 -1.773 1.528 0.254
H 2.495 -2.647 1.310 0.385
H 2.875 -1.406 0.121 0.344
H 1.694 -2.654 -0.264 0.359
H 2.323 0.405 1.797 0.329
H 1.914 -0.791 3.014 0.399
H 0.735 0.454 2.569 0.370
C -1.978 1.829 -2.342 -0.724
C -2.806 2.028 -1.114 0.239
O -3.959 1.731 -0.982 -0.479
H -2.582 1.465 -3.169 0.274
H -1.427 2.747 -2.541 0.300
H -1.211 1.091 -2.080 0.169
H -2.166 2.404 -0.223 0.224
```

- Frontier orbital gap: 10.3548 eV
- Charge: 0
- E_tot: -9969.420 eV
- Energy relative to the best compared isomer or geometry (same formula, charge and spin): 169.3 kJ/mol
- SMILES: [H]/N=C\C(C)C.CC=O
- 2S+1: 1

---

# 5
Below is a structure of composition CuH12O14S2 in a non-equilibrium geometry, with properties calculated with the ωB97M-V functional and the def2-TZVPD basis.

```
29
Properties=species:S:1:pos:R:3:mulliken_charge:R:1
Cu 0.756 0.496 0.079 0.627
S -2.686 -0.569 0.342 1.212
O -3.817 0.314 0.706 -0.839
O -2.727 -1.819 1.115 -0.733
O -2.770 -0.994 -1.078 -0.874
O -1.375 0.170 0.508 -0.240
S 0.734 -2.918 -1.485 0.996
O -0.286 -3.092 -2.538 -0.766
O 1.999 -3.639 -1.837 -0.806
O 1.046 -1.457 -1.300 -0.579
O 0.138 -3.479 -0.258 -0.730
O -2.233 2.736 0.138 -0.732
H -1.734 1.894 0.196 0.353
H -3.115 2.467 0.420 0.339
O 3.238 -0.258 0.366 -0.632
H 3.192 -0.673 -0.509 0.313
H 3.254 -0.992 0.986 0.305
O 1.565 2.309 -1.115 -0.448
H 2.374 2.644 -0.720 0.236
H 1.366 2.907 -1.840 0.227
O -0.331 -0.937 2.746 -0.643
H -0.714 -0.580 1.900 0.242
H -0.450 -0.218 3.372 0.225
O 1.359 1.616 2.128 -0.360
H 1.048 1.534 3.034 0.195
H 1.921 2.394 2.123 0.191
O -0.632 0.426 -2.618 -0.735
H 0.170 -0.113 -2.666 0.314
H -1.289 -0.169 -2.193 0.340
```

- Frontier orbital gap: 3.3545 eV
- Charge: -3
- E_tot: -95166.941 eV
- Energy relative to the best compared isomer or geometry (same formula, charge and spin): 0.0 kJ/mol
- 2S+1: 1

---

# 6
Below is a structure of composition C27H33Br2Cl3F6GeInN4O4PS2, with properties calculated with the ωB97M-V functional and the def2-TZVPD basis.

```
84
Properties=species:S:1:pos:R:3:mulliken_charge:R:1
In -0.092 -0.064 0.233 1.577
Br -6.010 3.934 -0.963 -0.116
C -4.448 2.954 -0.640 -0.578
C -3.222 3.587 -0.578 -0.795
C -2.108 2.809 -0.319 -0.972
N -2.162 1.487 -0.132 0.962
C -3.349 0.879 -0.243 0.473
C -4.520 1.580 -0.472 -1.002
C -3.361 -0.610 -0.143 0.917
C -4.447 -1.349 -0.587 -1.008
C -4.428 -2.722 -0.427 -0.773
Br -5.864 -3.752 -1.043 -0.088
C -3.346 -3.334 0.184 -0.894
C -2.294 -2.529 0.564 -0.840
N -2.283 -1.198 0.395 0.673
H -3.130 4.654 -0.721 0.531
H -1.129 3.261 -0.262 0.564
H -5.476 1.083 -0.524 0.587
H -5.286 -0.874 -1.071 0.568
H -3.315 -4.402 0.339 0.560
H -1.405 -2.961 1.002 0.611
F 5.400 1.823 -2.221 -0.213
C 4.296 1.092 -2.219 0.546
F 3.370 1.683 -2.958 -0.191
F 4.557 -0.117 -2.695 -0.191
S 3.683 0.889 -0.493 0.938
O 2.377 0.226 -0.681 -0.557
O 4.680 0.180 0.240 -0.706
N 3.495 2.406 -0.074 -0.573
S 2.255 2.670 0.839 0.749
O 0.975 2.783 0.155 -0.359
O 2.192 1.809 2.002 -0.572
C 2.654 4.363 1.449 0.441
F 3.571 4.289 2.397 -0.189
F 3.080 5.129 0.462 -0.187
F 1.531 4.872 1.960 -0.210
C 1.718 -6.292 -2.970 -1.694
C 0.948 -5.050 -2.602 -0.192
C -0.132 -4.629 -3.386 -0.728
C -0.890 -3.501 -3.055 0.012
C -2.039 -3.086 -3.932 -1.741
C -0.537 -2.784 -1.938 1.276
C 0.553 -3.161 -1.091 1.038
C 1.277 -4.334 -1.477 -1.176
N 0.774 -2.443 0.024 1.371
C 1.743 -2.913 1.050 1.261
C 1.664 -1.938 2.202 -1.880
C 3.200 -2.914 0.559 -1.383
C 1.313 -4.281 1.610 -1.632
H 1.618 -6.518 -4.030 0.432
H 1.343 -7.152 -2.411 0.317
H 2.777 -6.183 -2.740 0.385
H -0.393 -5.195 -4.273 0.462
H -2.507 -3.954 -4.396 0.466
H -1.685 -2.429 -4.730 0.321
H -2.793 -2.537 -3.371 0.180
H -1.121 -1.918 -1.669 -0.601
H 2.110 -4.680 -0.895 0.404
H 2.007 -0.942 1.912 0.083
H 2.289 -2.267 3.032 0.826
H 0.631 -1.896 2.550 0.048
H 3.475 -1.928 0.195 0.078
H 3.404 -3.630 -0.227 0.382
H 3.850 -3.152 1.402 0.510
H 0.322 -4.210 2.067 0.286
H 2.018 -4.585 2.384 0.506
H 1.277 -5.065 0.859 0.368
C 0.314 0.278 4.169 -1.436
P -0.770 0.511 2.727 1.341
C -2.257 -0.402 3.228 -1.207
C -1.283 2.245 2.857 -1.136
H -0.124 0.834 4.999 0.548
H 1.311 0.644 3.971 0.325
H 0.362 -0.773 4.439 0.445
H -2.515 -0.106 4.245 0.616
H -2.076 -1.477 3.202 0.282
H -3.086 -0.173 2.560 0.189
H -1.499 2.465 3.903 0.580
H -2.177 2.415 2.261 0.315
H -0.492 2.904 2.503 0.130
Cl 0.265 2.586 -2.853 -0.281
Ge -0.024 0.533 -2.358 1.284
Cl -2.027 0.150 -3.179 -0.365
Cl 1.251 -0.631 -3.626 -0.298
```

- ⟨S²⟩: 0.795
- Frontier orbital gap (alpha / beta): 7.4840 / 7.1854 eV
- Charge: +1
- E_tot: -329289.815 eV
- Energy relative to the best compared isomer or geometry (same formula, charge and spin): 50.2 kJ/mol
- 2S+1: 2

---

> Which of these has the lowest E_tot?

C27H33Br2Cl3F6GeInN4O4PS2

---

Copy entry 2 word for word.
Below is a cluster of 8 separate species, C14H44F6NO6P in total in a non-equilibrium geometry, with properties calculated with the ωB97M-V functional and the def2-TZVPD basis.

```
72
Properties=species:S:1:pos:R:3:mulliken_charge:R:1
N -6.785 -16.345 1.922 0.876
H -5.995 -16.174 2.527 0.349
H -7.663 -16.416 2.417 0.254
H -6.674 -17.318 1.678 0.526
H -6.761 -15.751 1.105 -0.032
P -6.679 -17.176 -2.494 1.289
F -5.908 -18.572 -2.759 -0.385
F -5.329 -16.354 -1.980 -0.418
F -6.433 -16.778 -4.076 -0.365
F -7.500 -15.747 -2.261 -0.396
F -8.076 -17.871 -3.012 -0.398
F -7.024 -17.679 -0.973 -0.402
C -7.003 -15.593 5.630 -0.662
O -7.679 -15.435 4.423 -0.246
H -7.333 -16.539 6.059 0.360
H -5.931 -15.506 5.449 0.034
H -7.270 -14.736 6.248 0.287
H -8.591 -15.376 4.717 0.170
C -6.571 -20.023 2.264 -0.698
O -5.746 -18.905 2.031 -0.456
H -6.400 -20.335 3.295 0.316
H -7.624 -19.798 2.099 0.255
H -6.194 -20.848 1.660 0.275
H -4.988 -18.931 2.618 0.191
C -2.294 -15.957 4.145 -1.442
C -3.047 -15.777 2.871 0.544
C -2.490 -16.492 1.657 -1.331
O -4.381 -16.306 3.065 -0.220
H -2.703 -15.448 5.018 0.262
H -1.268 -15.651 3.939 0.442
H -2.256 -17.027 4.348 0.355
H -3.106 -14.708 2.668 0.137
H -3.141 -16.401 0.787 0.308
H -2.241 -17.544 1.800 0.320
H -1.624 -15.955 1.271 0.436
H -4.223 -17.198 3.382 0.032
C -7.021 -11.764 5.180 -1.372
C -5.845 -11.507 4.278 0.172
C -5.102 -12.746 3.838 -0.532
O -6.238 -10.685 3.224 -0.525
H -6.725 -12.331 6.063 0.330
H -7.886 -12.264 4.743 0.238
H -7.299 -10.797 5.599 0.384
H -5.122 -10.944 4.869 0.322
H -4.155 -12.499 3.358 0.502
H -5.663 -13.440 3.211 -0.262
H -4.805 -13.388 4.667 0.356
H -5.404 -10.296 2.951 0.353
C -11.183 -15.432 2.411 -1.328
C -10.429 -16.627 1.779 0.567
C -9.797 -16.273 0.463 -0.898
O -9.372 -17.058 2.614 -0.557
H -12.078 -15.153 1.856 0.394
H -10.503 -14.591 2.549 0.248
H -11.601 -15.635 3.397 0.408
H -11.129 -17.445 1.606 0.233
H -10.489 -15.874 -0.279 0.501
H -9.314 -17.123 -0.019 0.282
H -9.110 -15.436 0.582 -0.231
H -9.795 -17.149 3.472 0.250
C -6.073 -12.594 -1.358 -1.600
C -6.257 -13.096 0.093 0.900
C -7.554 -12.448 0.674 -1.480
O -6.341 -14.458 0.018 -0.348
H -7.023 -12.304 -1.808 0.322
H -5.465 -13.265 -1.965 0.512
H -5.552 -11.638 -1.303 0.451
H -5.427 -12.876 0.765 0.054
H -7.393 -11.382 0.831 0.394
H -7.909 -12.780 1.650 0.124
H -8.382 -12.661 -0.002 0.475
H -6.156 -14.644 -0.906 -0.203
```

- Frontier orbital gap: 9.7744 eV
- Charge: 0
- E_tot: -54605.106 eV
- 2S+1: 1